(1)
{
  "formula": "C32H61BFNO15P4S",
  "method": "ωB97M-V/def2-TZVPD",
  "e_lumo_ev": -1.503,
  "spin_multiplicity": 1,
  "smiles": "C[C@H](F)C1=C([PH2]=S)C(=O)c2cc(B(O)N(C)C)ccc2C1=O.CCOP(=O)(OCC)OCC.CCOP(=O)(OCC)OCC.CCOP(=O)(OCC)OCC",
  "e_tot_ha": -4327.56016,
  "homo_ev": -8.63,
  "elements": ["C", "C", "F", "C", "C", "P", "S", "C", "O", "C", "C", "C", "B", "O", "N", "C", "C", "C", "C", "C", "C", "O", "H", "H", "H", "H", "H", "H", "H", "H", "H", "H", "H", "H", "H", "H", "H", "H", "C", "C", "O", "P", "O", "O", "C", "C", "O", "C", "C", "H", "H", "H", "H", "H", "H", "H", "H", "H", "H", "H", "H", "H", "H", "H", "C", "C", "O", "P", "O", "O", "C", "C", "O", "C", "C", "H", "H", "H", "H", "H", "H", "H", "H", "H", "H", "H", "H", "H", "H", "H", "C", "C", "O", "P", "O", "O", "C", "C", "O", "C", "C", "H", "H", "H", "H", "H", "H", "H", "H", "H", "H", "H", "H", "H", "H", "H"],
  "coordinates": [[1.9971, 2.7905, 0.9544], [2.3958, 1.4518, 1.7046], [3.7052, 1.0157, 1.4184], [1.2990, 0.3722, 1.5145], [1.1773, -0.4896, 0.4787], [2.4136, -0.5228, -0.9123], [2.0607, 0.7814, -2.3202], [-0.0090, -1.5108, 0.3754], [0.1354, -2.5868, -0.1400], [-1.3554, -1.0373, 1.0057], [-2.6524, -1.4581, 0.5208], [-3.8272, -0.8857, 1.2110], [-5.2962, -1.2775, 0.6925], [-5.3993, -2.2729, -0.3207], [-6.5740, -0.7300, 1.1968], [-6.8830, -1.1775, 2.5797], [-6.6736, 0.7427, 1.0345], [-3.6886, 0.0268, 2.3351], [-2.3821, 0.4423, 2.8146], [-1.2169, -0.1086, 2.1484], [0.1986, 0.3073, 2.6227], [0.3996, 0.5533, 3.7852], [1.2567, 2.5766, 0.1486], [1.4512, 3.4208, 1.7141], [2.8805, 3.3853, 0.6259], [2.3870, 1.7147, 2.7997], [3.7699, -0.4767, -0.4559], [2.2793, -1.8191, -1.5099], [-2.7438, -2.1655, -0.3310], [-4.7993, -2.0380, -1.0483], [-6.3823, -2.1598, 2.7859], [-7.9908, -1.3997, 2.6082], [-6.7021, -0.4049, 3.3708], [-7.1864, 0.9628, 0.0546], [-7.2866, 1.1505, 1.8816], [-5.6889, 1.2782, 0.9979], [-4.6040, 0.4163, 2.8392], [-2.1988, 1.1535, 3.6454], [-14.4782, -3.2847, 1.9669], [-13.0552, -3.7654, 2.1821], [-12.4204, -4.0807, 0.9526], [-11.8965, -2.8551, -0.0246], [-10.8897, -2.2208, 0.9068], [-10.8494, -3.7092, -0.9601], [-9.4689, -3.3609, -1.0327], [-8.6595, -4.1790, -0.0475], [-13.0718, -3.2889, -1.1701], [-14.0654, -2.3280, -1.5280], [-13.5105, -0.9299, -1.7131], [-14.4831, -2.2994, 1.4891], [-15.0089, -3.2009, 2.9170], [-15.0246, -3.9697, 1.3152], [-12.4755, -3.0224, 2.7374], [-13.0676, -4.6814, 2.7761], [-9.3239, -2.2905, -0.8818], [-9.1319, -3.5847, -2.0479], [-9.0471, -4.0916, 0.9693], [-7.6135, -3.8654, -0.0510], [-8.7053, -5.2398, -0.3057], [-14.8620, -2.3304, -0.7783], [-14.5090, -2.6671, -2.4667], [-13.1549, -0.5177, -0.7613], [-14.2785, -0.2602, -2.1018], [-12.6638, -0.9389, -2.4042], [5.1563, 0.6014, 4.4423], [5.8909, 1.4340, 3.4081], [6.9616, 2.1624, 3.9933], [8.3525, 1.3694, 4.3972], [8.7671, 0.8966, 3.0238], [9.3572, 2.6671, 4.5134], [10.5260, 2.7711, 3.7073], [10.2429, 3.5847, 2.4594], [8.0160, 1.6468, 6.0374], [7.8479, 0.5217, 6.9008], [8.8595, -0.5799, 6.6564], [5.7860, -0.2248, 4.7889], [4.2432, 0.1756, 4.0223], [4.8970, 1.2060, 5.3142], [6.2515, 0.8049, 2.5898], [5.2058, 2.1661, 2.9796], [10.9262, 1.7860, 3.4644], [11.2858, 3.2817, 4.3044], [9.3965, 3.1852, 1.8983], [11.1164, 3.6088, 1.8045], [9.9814, 4.6109, 2.7274], [6.8285, 0.1371, 6.8044], [7.9554, 0.8897, 7.9235], [8.7066, -1.0451, 5.6754], [8.7693, -1.3592, 7.4141], [9.8770, -0.1812, 6.6761], [5.5804, 1.4618, -9.0840], [4.7995, 1.5112, -7.7839], [5.5193, 0.9065, -6.7207], [6.7828, 1.7197, -6.0338], [6.0357, 2.9223, -5.5070], [6.8915, 0.8738, -4.6284], [6.7549, 1.5175, -3.3647], [5.3252, 1.4194, -2.8681], [7.8503, 0.5598, -6.6638], [8.8660, 0.9870, -7.5718], [9.5364, 2.2817, -7.1580], [6.4490, 2.1269, -9.0363], [4.9593, 1.7788, -9.9237], [5.9487, 0.4521, -9.2772], [4.5310, 2.5413, -7.5325], [3.8703, 0.9493, -7.8971], [7.0961, 2.5526, -3.4106], [7.4153, 0.9988, -2.6650], [4.6131, 1.8047, -3.5979], [5.1994, 1.9707, -1.9334], [5.0550, 0.3756, -2.6944], [8.4431, 1.0760, -8.5767], [9.6122, 0.1902, -7.6084], [8.8369, 3.1240, -7.2161], [10.3813, 2.5026, -7.8113], [9.8916, 2.2201, -6.1261]],
  "forces_ev_per_angstrom": [[-0.6, -0.3, 0.7], [-0.8, 0.9, 1.1], [-1.1, 0.1, -0.3], [-0.2, -0.1, 0.1], [0.2, -0.3, 0.3], [-0.2, -0.3, -1.2], [-0.3, 0.2, 0.4], [-0.5, 1.0, 0.8], [-0.1, 0.3, -0.1], [-0.2, 0.8, 0.7], [0.4, 1.9, 2.3], [1.2, 0.2, 0.0], [-0.4, -1.0, -0.7], [0.2, 1.7, 0.4], [1.3, 0.4, 0.9], [-1.4, -0.6, -0.3], [-0.6, 0.1, -0.5], [1.6, -0.4, -0.5], [0.4, -1.6, -1.6], [-1.3, -0.4, -1.0], [-0.8, -0.3, -1.0], [0.3, 0.2, -0.5], [1.0, 0.3, 0.3], [0.5, -0.6, -0.7], [-0.6, -0.7, 0.1], [0.2, -0.5, -1.0], [-0.8, -0.2, 0.3], [0.1, 0.4, 0.9], [0.1, 0.6, 0.8], [0.0, -0.6, 0.3], [-0.2, 1.0, 0.1], [1.0, 0.2, 0.2], [0.3, -0.7, -0.5], [0.4, -0.1, 1.0], [0.5, -0.2, -0.9], [-0.7, -0.4, 0.2], [0.9, -0.4, -0.6], [-0.4, -0.6, -0.6], [0.0, 0.1, -0.1], [-0.1, -0.1, 0.3], [-0.4, 0.8, 0.0], [3.6, -7.8, 0.4], [-2.5, 3.0, -1.0], [-0.6, 0.9, -0.5], [0.4, -0.1, 0.2], [0.1, -0.2, 0.2], [0.0, 3.5, 0.8], [-0.5, 0.0, -0.3], [0.2, -0.1, 0.0], [0.0, 0.0, 0.1], [0.0, 0.0, 0.0], [0.0, 0.0, 0.1], [0.0, 0.0, -0.1], [0.1, 0.0, -0.1], [0.0, -0.1, 0.2], [-0.2, -0.1, 0.0], [0.0, 0.2, -0.1], [0.0, 0.0, 0.0], [0.0, 0.1, -0.1], [0.0, 0.0, 0.0], [0.1, -0.1, 0.1], [0.0, 0.0, 0.0], [0.0, 0.0, 0.0], [-0.1, 0.0, 0.0], [0.1, -0.1, 0.1], [-0.3, 0.0, -0.1], [0.0, -0.8, 0.3], [-0.6, 8.2, -2.3], [-0.1, -3.3, 2.2], [0.2, -0.9, 0.7], [0.1, 0.2, -0.4], [-0.1, 0.1, -0.1], [0.8, -3.4, -0.8], [-0.2, -0.2, 0.6], [0.1, 0.1, -0.1], [0.0, -0.1, 0.0], [0.0, 0.0, 0.0], [0.0, 0.0, -0.1], [0.0, 0.1, 0.0], [0.2, 0.1, 0.0], [-0.1, 0.0, -0.1], [-0.1, 0.0, 0.1], [0.1, -0.2, 0.0], [0.0, 0.0, 0.0], [0.1, 0.0, 0.0], [0.0, 0.0, 0.0], [0.0, 0.2, -0.1], [0.0, 0.0, 0.0], [0.0, 0.0, -0.1], [-0.1, 0.0, 0.1], [0.1, 0.0, 0.0], [-0.3, 0.0, -0.2], [0.5, 0.5, -0.5], [-5.0, -5.7, 4.1], [2.9, 1.6, -2.3], [1.0, 0.4, -0.5], [-0.3, 0.0, 0.4], [0.0, 0.0, -0.1], [0.9, 3.4, -0.7], [0.4, -0.2, -0.4], [-0.1, 0.0, 0.2], [0.0, 0.1, -0.1], [0.0, 0.0, 0.0], [-0.1, 0.0, 0.0], [0.0, 0.0, 0.1], [0.1, -0.1, 0.1], [-0.1, 0.0, -0.1], [0.1, -0.1, -0.2], [0.1, 0.1, 0.0], [0.0, 0.0, 0.0], [0.1, 0.0, 0.0], [0.0, 0.0, 0.0], [-0.2, -0.1, 0.1], [0.0, 0.0, -0.1], [0.0, 0.0, 0.0], [0.1, 0.0, -0.1]]
}



(2)
{
  "formula": "C32H62BINO8",
  "method": "ωB97M-V/def2-TZVPD",
  "charge": -1,
  "de_lowest_kj_mol": 1259.2,
  "e_lumo_ev": 2.142,
  "spin_multiplicity": 1,
  "e_tot_ha": -2235.27834,
  "homo_ev": -4.07,
  "elements": ["C", "C", "C", "C", "C", "C", "C", "C", "C", "C", "C", "C", "I", "O", "B", "C", "C", "C", "C", "N", "C", "C", "O", "O", "C", "C", "C", "C", "C", "O", "C", "O", "O", "C", "C", "H", "H", "H", "H", "H", "H", "H", "H", "H", "H", "H", "H", "H", "H", "H", "H", "H", "H", "H", "H", "H", "H", "H", "H", "H", "H", "H", "H", "H", "H", "H", "H", "H", "H", "H", "H", "H", "H", "H", "H", "H", "H", "H", "H", "H", "H", "H", "H", "H", "H", "C", "C", "O", "C", "H", "H", "H", "H", "H", "H", "C", "C", "O", "C", "H", "H", "H", "H", "H", "H"],
  "coordinates": [[-3.7314, -3.4627, -7.5526], [-2.7901, -4.3970, -6.5813], [-1.9953, -3.4056, -5.5439], [-2.8864, -3.0663, -4.2083], [-2.2966, -3.9531, -2.9232], [-3.1074, -3.4239, -1.5971], [-2.0422, -2.5737, -0.6802], [-1.9267, -3.3536, 0.7735], [-0.6633, -2.6096, 1.5745], [-1.3339, -1.2897, 2.3173], [-0.3351, -0.5591, 3.3918], [0.4963, 0.7280, 2.8094], [1.8921, 0.3351, 1.1129], [-0.5034, 1.5992, 2.1095], [-0.8135, 2.7784, 2.9414], [-0.6395, 4.2571, 2.2234], [-1.0751, 4.3052, 0.6428], [-0.4745, 5.6882, -0.0811], [0.1114, 5.3957, -1.5870], [1.1432, 6.4815, -1.8727], [1.4061, 6.5414, -3.3700], [2.8652, 6.1175, -4.0079], [0.3782, 6.9788, -4.1450], [0.0839, 2.6302, 4.1396], [1.1905, 1.6213, 4.0412], [1.5962, 0.8087, 5.4086], [2.7687, -0.3313, 5.0578], [4.1494, -0.1159, 5.9138], [5.4897, 0.1789, 5.0192], [5.2405, 0.6894, 3.6628], [6.2704, 1.7081, 3.2877], [6.1303, 2.2272, 2.0426], [2.2314, 2.4483, 3.3581], [3.0361, 3.1994, 4.3343], [3.8462, 4.4879, 3.7236], [-4.8802, -3.6209, -7.3825], [-3.4784, -2.3037, -7.4693], [-3.4445, -3.7614, -8.6708], [-3.4746, -5.1162, -5.9578], [-1.9776, -4.9907, -7.1825], [-0.9662, -3.9028, -5.2815], [-1.7563, -2.3746, -6.0680], [-4.0301, -3.3402, -4.3292], [-2.7778, -1.9118, -3.9432], [-2.5346, -5.1063, -3.0293], [-1.1261, -3.8579, -2.8490], [-3.9949, -2.6713, -1.8616], [-3.4958, -4.3395, -0.9766], [-2.4428, -1.4712, -0.4635], [-0.9565, -2.5140, -1.1174], [-2.9245, -3.1369, 1.3898], [-1.7720, -4.5188, 0.6751], [0.1001, -2.1606, 0.7746], [-0.1053, -3.3262, 2.3126], [-1.7929, -0.5871, 1.5020], [-2.2537, -1.7188, 2.9447], [-1.0159, -0.1562, 4.2760], [0.3949, -1.3660, 3.8825], [-1.9802, 2.6253, 3.1439], [-1.3678, 4.9902, 2.8004], [0.4697, 4.6030, 2.4345], [-0.7705, 3.3388, 0.0411], [-2.2596, 4.4393, 0.5916], [0.2991, 6.2189, 0.6396], [-1.3648, 6.4676, -0.2200], [-0.7367, 5.3668, -2.4205], [0.5820, 4.3062, -1.5845], [0.8145, 7.4158, -1.5013], [3.0039, 4.9388, -4.0595], [3.7379, 6.5912, -3.3537], [2.8919, 6.5614, -5.1130], [0.6530, 0.2437, 5.8736], [1.9799, 1.5150, 6.2913], [2.2983, -1.3591, 5.4420], [2.9109, -0.4611, 3.9028], [4.0353, 0.7275, 6.7463], [4.3667, -1.1239, 6.5149], [6.1529, 0.9655, 5.6238], [6.1065, -0.8141, 4.9428], [7.1628, 2.0232, 4.0044], [2.2798, 3.6045, 5.1595], [3.8076, 2.4964, 4.8846], [3.2775, 5.4626, 4.0622], [4.0750, 4.4346, 2.5759], [4.8966, 4.5227, 4.2868], [-1.0287, -8.1869, -1.4057], [-0.9641, -7.3171, -0.1788], [-1.4261, -6.1771, -0.1791], [-0.3122, -7.8958, 1.0485], [-1.5255, -7.6388, -2.2133], [-0.0181, -8.4476, -1.7299], [-1.6046, -9.0905, -1.1904], [0.7303, -8.1436, 0.8336], [-0.8561, -8.7865, 1.3731], [-0.3374, -7.1561, 1.8557], [-1.7678, 1.7642, -2.5011], [-2.2320, 1.2441, -3.8353], [-2.0981, 0.0601, -4.1408], [-2.8661, 2.2284, -4.7813], [-1.3310, 0.9428, -1.9234], [-1.0054, 2.5335, -2.6471], [-2.6166, 2.1701, -1.9450], [-2.1526, 3.0183, -5.0289], [-3.7638, 2.6550, -4.3269], [-3.1518, 1.7123, -5.7041]],
  "forces_ev_per_angstrom": [[0.6, -0.2, -1.1], [0.1, 1.2, 0.6], [-0.4, 0.2, -0.2], [1.1, -0.5, 0.6], [-1.6, 0.1, -0.4], [1.2, 0.7, 0.1], [-0.8, -0.6, 1.4], [0.7, 1.1, 0.4], [-1.0, 1.0, -0.6], [0.0, -1.2, 0.7], [0.0, -0.2, 0.1], [-2.5, 0.9, 0.0], [-0.2, -0.4, 0.7], [3.1, -2.4, 1.3], [0.3, 0.0, -0.2], [0.1, 1.0, -0.3], [-0.3, 1.3, 0.2], [-1.0, -0.1, -0.3], [-0.6, -0.6, 0.9], [0.3, -0.5, -2.0], [-4.8, 2.2, -2.5], [-0.5, 0.5, -0.1], [6.6, -2.6, 4.0], [1.7, -2.1, 2.0], [-2.9, 2.6, -2.5], [0.2, -0.1, 0.1], [-1.1, -0.7, 0.9], [0.2, -0.4, 0.2], [0.7, -0.3, 1.6], [3.7, 2.7, 1.0], [-2.9, 1.2, -7.1], [1.4, -3.3, 8.6], [1.3, -0.8, 2.6], [-0.4, 0.4, 0.9], [0.4, -0.2, 0.9], [2.3, 0.3, -0.4], [-0.6, -2.6, 0.1], [-1.0, 0.7, 2.3], [1.5, 1.2, -1.3], [-1.8, 1.0, 1.0], [-2.0, 1.0, -0.2], [-0.4, -2.2, 0.8], [2.3, 0.6, 0.0], [-0.3, -2.7, -0.5], [0.5, 2.3, -0.2], [-2.4, 0.0, 0.0], [1.8, -2.0, 0.3], [0.6, 1.9, -1.2], [1.0, -2.4, -0.6], [-2.3, -0.1, 0.5], [2.1, -0.6, -1.3], [-0.4, 2.9, 0.1], [-1.5, -1.3, 1.8], [-1.1, 1.4, -1.2], [1.2, -1.1, 1.7], [1.9, 1.0, -1.2], [1.5, -0.5, -1.9], [-1.5, 1.7, -1.2], [-1.0, 0.1, 0.9], [1.5, -1.2, -1.1], [-2.0, -0.4, -0.9], [-0.4, 1.9, 1.3], [2.5, -0.7, 0.1], [-1.3, -1.3, -1.7], [1.8, -1.6, 0.3], [1.6, 0.3, 1.9], [-0.5, 2.4, 0.0], [0.2, -1.5, -1.0], [-0.4, 2.6, 0.3], [-2.0, -1.1, -1.4], [-0.1, -1.0, 2.5], [2.0, 1.4, -1.4], [-0.8, -1.3, -2.2], [1.1, 2.1, -0.9], [0.0, 0.5, 2.2], [0.1, -1.7, -2.0], [-0.4, 2.2, -1.3], [-1.3, -1.7, -1.3], [-1.1, 1.8, 0.0], [-2.2, -0.9, -1.2], [1.6, -0.7, -1.6], [-1.5, 1.2, -1.2], [1.1, -1.9, -1.1], [-0.7, 0.1, 2.3], [-2.1, -0.1, -1.2], [-0.2, 0.3, -0.3], [-0.6, 1.6, 0.0], [0.7, -2.1, -0.3], [-0.1, 0.4, 0.3], [0.1, -0.1, 0.2], [-0.1, -0.2, 0.1], [0.2, -0.1, 0.0], [-0.1, -0.2, 0.0], [0.2, -0.1, -0.1], [0.0, -0.1, -0.2], [0.1, -0.5, 0.1], [0.3, -1.4, -0.1], [-0.1, 1.5, 0.2], [-0.1, -0.3, -0.4], [-0.1, 0.2, -0.1], [-0.2, 0.1, 0.1], [0.2, 0.2, 0.0], [-0.2, 0.1, 0.2], [0.2, 0.2, 0.0], [0.1, 0.1, 0.2]]
}



Number 1: frontier orbital gap 0.2618 Eh. Number 2: frontier orbital gap 0.2283 Eh.